C50H47BiF6IN3OS2Sb3 | wB97M-V/def2-TZVPD

Element x y z (Å)
1 Bi 0.748 -1.796 0.406
2 C 5.561 0.643 1.639
3 C 5.960 -0.841 1.414
4 N 4.873 -1.777 1.688
5 C 4.920 -2.613 2.866
6 C 4.053 -2.118 4.053
7 C 4.034 -1.975 0.684
8 S 2.737 -3.205 0.994
9 N 4.172 -1.368 -0.462
10 C 3.286 -0.524 -1.023
11 O 2.306 -0.019 -0.428
12 C 3.652 0.070 -2.330
13 C 3.156 1.333 -2.689
14 C 3.294 1.828 -3.942
15 C 3.965 1.092 -4.879
16 C 4.534 -0.125 -4.549
17 C 4.398 -0.614 -3.287
18 H 6.462 1.260 1.423
19 H 5.290 0.778 2.664
20 H 4.695 0.936 1.022
21 H 6.774 -1.101 2.051
22 H 6.255 -1.031 0.392
23 H 5.991 -2.769 3.128
24 H 4.573 -3.635 2.619
25 H 4.457 -1.257 4.558
26 H 3.924 -2.913 4.728
27 H 3.099 -1.713 3.675
28 H 2.741 1.889 -1.947
29 H 2.928 2.842 -4.223
30 H 4.121 1.428 -5.870
31 H 5.157 -0.686 -5.297
32 H 4.776 -1.616 -3.055
33 C -1.387 3.365 -0.908
34 C -2.461 2.614 -1.697
35 C -1.885 1.438 -2.433
36 Sb -2.336 -0.542 -1.629
37 C -2.427 -1.505 -3.523
38 C -3.583 -2.266 -3.739
39 C -3.762 -2.899 -5.013
40 C -2.779 -2.779 -5.983
41 C -1.689 -1.960 -5.798
42 C -1.490 -1.330 -4.566
43 C -4.438 -0.115 -1.384
44 C -4.925 -0.346 -0.111
45 C -6.301 -0.083 0.215
46 C -7.138 0.302 -0.782
47 C -6.637 0.564 -2.067
48 C -5.324 0.245 -2.374
49 Sb -0.452 2.303 0.604
50 C 1.143 3.685 0.765
51 C 0.913 4.996 0.574
52 C 2.012 5.950 0.685
53 C 3.254 5.518 1.044
54 C 3.456 4.143 1.191
55 C 2.418 3.253 1.059
56 C -1.723 3.251 2.223
57 C -3.141 3.110 2.138
58 C -3.929 3.370 3.270
59 C -3.348 3.723 4.488
60 C -2.008 3.857 4.547
61 C -1.208 3.700 3.423
62 H -1.861 4.303 -0.687
63 H -0.857 3.581 -1.821
64 H -2.926 3.331 -2.423
65 H -3.349 2.166 -1.202
66 H -0.799 1.396 -2.522
67 H -2.346 1.375 -3.437
68 H -4.226 -2.423 -2.915
69 H -4.585 -3.578 -5.175
70 H -2.876 -3.317 -6.907
71 H -0.912 -1.828 -6.534
72 H -0.631 -0.697 -4.496
73 H -4.242 -0.727 0.660
74 H -6.729 -0.275 1.176
75 H -8.133 0.533 -0.560
76 H -7.288 1.026 -2.773
77 H -4.980 0.506 -3.330
78 H -0.044 5.326 0.260
79 H 1.794 6.987 0.520
80 H 4.116 6.233 1.018
81 H 4.404 3.740 1.432
82 H 2.561 2.179 1.215
83 H -3.684 2.859 1.234
84 H -5.022 3.395 3.187
85 H -4.000 4.027 5.277
86 H -1.520 4.262 5.406
87 H -0.105 3.828 3.527
88 I 0.797 -3.282 -2.437
89 C -0.912 -4.326 -1.721
90 C -1.663 -4.982 -2.672
91 C -2.805 -5.709 -2.295
92 C -3.115 -5.834 -0.978
93 C -2.297 -5.198 0.011
94 C -2.518 -5.477 1.368
95 C -1.780 -4.885 2.337
96 C -0.724 -4.016 1.993
97 C -0.479 -3.680 0.700
98 C -1.186 -4.370 -0.352
99 H -1.427 -4.888 -3.720
100 H -3.511 -5.981 -3.085
101 H -4.017 -6.368 -0.688
102 H -3.354 -6.084 1.613
103 H -2.072 -5.073 3.398
104 H -0.267 -3.477 2.842
105 F 1.171 1.639 3.507
106 Sb 2.284 1.610 5.048
107 F 0.878 2.617 5.901
108 F 1.594 -0.079 5.552
109 F 3.487 1.722 6.518
110 F 3.741 0.615 4.099
111 F 3.030 3.172 4.314
112 S -2.153 -0.281 3.143
113 C -0.661 -0.613 2.728
114 N 0.483 -0.944 2.505

Computed properties:
Energy relative to the best compared isomer or geometry (same formula, charge and spin) ... 26.6 kcal per mole
Gap between HOMO and LUMO (alpha / beta) ... 7.6 / 3.8 eV
2S+1 ... 2
Charge ... 0
⟨S²⟩ ... 0.772
E ... -130657.650 eV